# 1
Computed, not measured: a 16-piece molecular cluster, C49H130O16 overall in a non-equilibrium geometry, with the ωB97M-V functional and the def2-TZVPD basis.

The energy above the lowest of the compared OMol25 structures with the same formula, charge and spin is 238.9 kJ/mol. As for the HOMO-LUMO gap: 9.88 eV. As for the max |F|: 2.3 eV/Å. The HOMO energy comes out at -9.45 eV.

Last column: Löwdin charge in e.
Positions of all 195 atoms, in Å:
C1 -15.675 -4.787 -18.659  -0.0469
C2 -15.824 -5.745 -17.469  -0.2526
O1 -14.540 -6.088 -16.992  -0.1540
C3 -14.588 -7.043 -15.956  -0.2646
C4 -13.265 -7.788 -15.978  -0.0480
H1 -15.253 -5.320 -19.511  0.0524
H2 -16.642 -4.358 -18.922  0.0553
H3 -15.032 -3.945 -18.403  0.0672
H4 -16.410 -5.118 -16.797  0.0946
H5 -16.427 -6.619 -17.711  0.1045
H6 -14.783 -6.496 -15.033  0.0978
H7 -15.408 -7.752 -16.074  0.1059
H8 -13.038 -8.452 -15.145  0.0652
H9 -12.500 -7.027 -15.820  0.0473
H10 -13.054 -8.152 -16.984  0.0601
C5 -13.794 -3.071 -21.906  -0.0362
C6 -12.999 -3.541 -20.668  -0.2986
O2 -11.648 -3.716 -20.988  -0.1604
C7 -10.886 -4.293 -19.893  -0.2338
C8 -9.368 -4.334 -20.156  -0.0562
H11 -13.453 -2.175 -22.424  0.0784
H12 -13.811 -3.990 -22.493  0.0648
H13 -14.793 -2.852 -21.530  0.0533
H14 -13.094 -2.887 -19.801  0.1030
H15 -13.407 -4.514 -20.396  0.0850
H16 -11.105 -3.649 -19.040  0.0942
H17 -11.360 -5.238 -19.628  0.1013
H18 -9.010 -3.349 -20.454  0.0707
H19 -9.188 -4.976 -21.019  0.0696
H20 -8.775 -4.768 -19.350  0.0631
C9 -15.159 -10.829 -17.275  -0.0538
C10 -14.972 -11.131 -15.784  -0.2699
O3 -16.005 -10.451 -15.106  -0.2018
C11 -16.099 -10.619 -13.694  -0.2415
C12 -17.567 -10.236 -13.392  -0.0634
H21 -16.155 -11.122 -17.607  0.0740
H22 -15.023 -9.758 -17.430  0.0453
H23 -14.426 -11.335 -17.904  0.0796
H24 -14.994 -12.177 -15.476  0.1157
H25 -14.010 -10.736 -15.460  0.0988
H26 -15.936 -11.647 -13.370  0.1131
H27 -15.265 -10.048 -13.287  0.1088
H28 -18.318 -10.960 -13.706  0.0771
H29 -17.850 -9.261 -13.790  0.0697
H30 -17.615 -10.113 -12.310  0.0598
C13 -8.109 -1.472 -17.660  -0.0687
C14 -8.347 -2.077 -16.302  -0.2936
O4 -9.087 -3.227 -16.611  -0.1837
C15 -9.496 -3.975 -15.447  -0.2268
C16 -10.105 -5.290 -16.017  -0.0557
H31 -7.773 -2.156 -18.439  0.0736
H32 -9.003 -0.977 -18.040  0.0531
H33 -7.386 -0.664 -17.553  0.0807
H34 -7.484 -2.429 -15.737  0.1191
H35 -8.812 -1.303 -15.691  0.1036
H36 -8.626 -4.294 -14.874  0.1152
H37 -10.166 -3.381 -14.826  0.0885
H38 -9.424 -5.801 -16.697  0.0602
H39 -10.996 -5.088 -16.612  0.0690
H40 -10.245 -6.085 -15.286  0.0530
C17 -13.653 -1.571 -16.392  -0.0461
C18 -12.236 -1.113 -16.894  -0.2342
O5 -12.002 0.234 -16.515  -0.1283
C19 -10.772 0.785 -16.938  -0.3107
C20 -10.760 2.183 -16.492  -0.0839
H41 -13.736 -1.375 -15.323  0.0701
H42 -14.473 -1.065 -16.901  0.0505
H43 -13.874 -2.616 -16.609  0.0578
H44 -11.558 -1.771 -16.351  0.0962
H45 -12.062 -1.411 -17.928  0.1060
H46 -9.934 0.242 -16.502  0.0874
H47 -10.536 0.720 -18.000  0.1184
H48 -11.695 2.690 -16.732  0.0827
H49 -10.004 2.747 -17.038  0.0791
H50 -10.582 2.368 -15.433  0.0813
C21 -22.025 -3.583 -20.883  -0.0635
C22 -20.653 -3.687 -20.237  -0.2799
O6 -20.868 -4.337 -18.992  -0.1465
C23 -19.734 -4.879 -18.325  -0.2487
C24 -20.220 -5.702 -17.132  -0.0734
H51 -22.587 -4.513 -20.975  0.0808
H52 -22.646 -2.953 -20.246  0.0717
H53 -21.980 -2.986 -21.794  0.0668
H54 -19.954 -4.156 -20.930  0.0946
H55 -20.129 -2.741 -20.106  0.0859
H56 -19.246 -5.601 -18.981  0.1057
H57 -19.069 -4.076 -18.008  0.0932
H58 -20.821 -6.576 -17.383  0.0749
H59 -20.924 -5.076 -16.584  0.0699
H60 -19.421 -6.055 -16.481  0.0564
C25 -14.666 -3.885 -14.026  -0.0747
C26 -13.193 -4.266 -13.787  -0.2442
O7 -12.921 -3.885 -12.439  -0.1653
C27 -11.604 -4.221 -12.034  -0.2618
C28 -11.360 -3.858 -10.546  -0.0549
H61 -14.810 -2.808 -13.949  0.0685
H62 -14.933 -4.196 -15.037  0.0494
H63 -15.394 -4.391 -13.391  0.0662
H64 -13.050 -5.332 -13.962  0.1007
H65 -12.559 -3.678 -14.451  0.1013
H66 -11.426 -5.282 -12.210  0.1016
H67 -10.930 -3.696 -12.711  0.0978
H68 -12.192 -4.209 -9.935  0.0655
H69 -11.371 -2.785 -10.354  0.0697
H70 -10.432 -4.277 -10.157  0.0701
C29 -6.057 -11.044 -18.522  -0.0726
C30 -7.215 -10.503 -17.623  -0.2586
O8 -7.827 -9.385 -18.283  -0.1740
C31 -9.099 -9.040 -17.671  -0.2392
C32 -9.914 -8.120 -18.659  -0.0578
H71 -6.403 -11.288 -19.526  0.0684
H72 -5.260 -10.330 -18.729  0.0672
H73 -5.679 -11.971 -18.091  0.0675
H74 -7.923 -11.331 -17.578  0.1066
H75 -6.882 -10.167 -16.641  0.1138
H76 -9.722 -9.920 -17.514  0.1068
H77 -8.956 -8.518 -16.725  0.1022
H78 -9.359 -7.201 -18.853  0.0521
H79 -10.911 -7.918 -18.267  0.0545
H80 -9.958 -8.617 -19.628  0.0715
C33 -18.751 -6.486 -22.919  -0.0670
C34 -17.452 -6.553 -22.234  -0.4983
C35 -16.323 -6.128 -23.136  -0.0364
O9 -17.519 -5.812 -21.018  -0.0754
H81 -18.830 -7.118 -23.803  0.0886
H82 -19.020 -5.518 -23.342  0.0695
H83 -19.580 -6.674 -22.236  0.0871
H84 -17.273 -7.591 -21.956  0.1280
H85 -16.685 -5.334 -23.789  0.0756
H86 -16.018 -6.956 -23.776  0.0834
H87 -15.402 -5.834 -22.634  0.0557
H88 -17.558 -4.865 -21.172  0.0248
C36 -14.504 -6.893 -11.458  -0.0918
C37 -15.392 -7.894 -10.785  -0.2545
O10 -14.509 -9.014 -10.353  -0.1115
H89 -14.011 -7.330 -12.326  0.0688
H90 -13.668 -6.677 -10.793  0.0690
H91 -15.016 -5.994 -11.803  0.0677
H92 -16.104 -8.307 -11.500  0.0906
H93 -15.932 -7.470 -9.939  0.1091
H94 -13.909 -8.783 -9.640  0.0637
C38 -10.475 -8.680 -12.908  -0.0679
C39 -10.539 -8.719 -11.382  -0.3316
O11 -9.348 -8.210 -10.864  -0.0779
H95 -9.531 -9.083 -13.275  0.0749
H96 -10.507 -7.667 -13.308  0.0500
H97 -11.261 -9.251 -13.402  0.0643
H98 -10.700 -9.716 -10.971  0.1098
H99 -11.343 -8.113 -10.964  0.0920
H100 -9.409 -8.131 -9.909  0.0846
C40 -18.412 -0.312 -18.726  -0.0775
C41 -17.196 -1.147 -18.669  -0.3332
O12 -16.605 -1.090 -19.922  -0.0808
H101 -18.152 0.650 -19.168  0.0802
H102 -18.773 0.023 -17.754  0.0849
H103 -19.178 -0.787 -19.339  0.0702
H104 -17.559 -2.148 -18.438  0.0946
H105 -16.498 -0.826 -17.897  0.1071
H106 -16.253 -0.221 -20.127  0.1118
C42 -18.496 -8.805 -17.773  -0.0739
C43 -17.867 -8.939 -19.103  -0.3567
O13 -18.076 -10.186 -19.727  -0.0536
H107 -18.407 -7.819 -17.316  0.0495
H108 -18.084 -9.548 -17.089  0.0703
H109 -19.556 -9.010 -17.917  0.0850
H110 -16.787 -8.883 -18.964  0.0815
H111 -18.120 -8.090 -19.739  0.0983
H112 -17.342 -10.224 -20.345  0.0811
C44 -18.267 -3.148 -15.246  -0.0668
C45 -19.318 -2.943 -14.163  -0.3428
O14 -19.502 -1.610 -13.831  -0.0617
H113 -18.491 -2.577 -16.147  0.0640
H114 -18.158 -4.211 -15.460  0.0564
H115 -17.291 -2.849 -14.865  0.0618
H116 -19.126 -3.573 -13.295  0.1098
H117 -20.282 -3.286 -14.541  0.1032
H118 -20.343 -1.473 -13.389  0.0876
C46 -18.850 -1.374 -22.579  -0.0622
C47 -17.837 -2.493 -22.834  -0.2650
O15 -17.618 -3.126 -21.584  -0.1228
H119 -18.479 -0.489 -22.062  0.0702
H120 -19.730 -1.758 -22.062  0.0557
H121 -19.240 -1.078 -23.553  0.0731
H122 -16.888 -2.163 -23.258  0.1111
H123 -18.226 -3.224 -23.543  0.1031
H124 -17.309 -2.455 -20.972  0.0379
C48 -13.900 -7.886 -19.875  -0.0589
C49 -13.287 -7.748 -21.295  -0.2889
O16 -13.679 -8.862 -22.084  -0.0885
H125 -13.716 -8.777 -19.274  0.0611
H126 -14.988 -7.894 -19.926  0.0604
H127 -13.471 -7.040 -19.338  0.0561
H128 -12.199 -7.819 -21.296  0.1020
H129 -13.570 -6.808 -21.767  0.0873
H130 -13.352 -8.776 -22.983  0.0792

***

# 2
Computed, not measured: C10H10ClN3O as an isolated structure in a non-equilibrium geometry, with the ωB97M-V functional and the def2-TZVPD basis.

As for the total charge: +2. As for the HOMO-LUMO gap (spin up / spin down): 5.20 / 7.50 eV. As for the max |F|: 6.1 eV/Å. The HOMO energy (spin up / spin down) comes out at -15.75 / -16.10 eV.

Last column: natural (NBO) charge in e.
Positions of all 25 atoms, in Å:
C1 -0.345 -0.437 -3.474  -0.2989
C2 -0.092 -0.343 -2.224  0.1956
C3 0.842 -0.523 -4.315  0.2314
C4 2.161 -0.435 -2.381  0.1777
C5 1.043 -0.174 -1.492  -0.2479
C6 1.169 0.038 -0.152  0.3886
C7 0.351 0.895 1.872  0.4428
C8 2.334 0.917 1.663  0.2616
C9 -1.165 -0.161 0.407  -0.4400
C10 -0.395 0.953 3.201  -0.1539
N1 1.946 -0.609 -3.656  -0.3681
N2 2.432 0.378 0.517  -0.5037
N3 0.169 0.275 0.765  -0.3192
O1 -0.894 -0.399 3.426  -0.7051
Cl1 3.395 1.555 2.734  0.3224
H1 -1.222 -0.355 -4.086  0.2907
H2 -1.219 -0.377 -0.667  0.2550
H3 0.850 -0.370 -5.308  0.2354
H4 3.093 -0.284 -1.914  0.1916
H5 -1.256 -1.204 0.978  0.2856
H6 -1.963 0.538 0.729  0.2630
H7 -1.290 1.541 2.997  0.2515
H8 0.343 1.187 3.941  0.2502
H9 3.328 0.485 -0.042  0.4796
H10 -1.776 -0.366 3.860  0.5142

***

# 3
Computed, not measured: a 2-piece molecular cluster, C6H12BrNO2 overall in a non-equilibrium geometry, with the ωB97M-V functional and the def2-TZVPD basis.

The energy above the lowest of the compared OMol25 structures with the same formula, charge and spin is 442.5 kJ/mol. As for the HOMO-LUMO gap (spin up / spin down): 9.08 / 7.07 eV. As for the max |F|: 3.2 eV/Å. The HOMO energy (spin up / spin down) comes out at -9.29 / -7.99 eV.

Last column: natural (NBO) charge in e.
Positions of all 22 atoms, in Å:
C1 1.170 1.663 -0.428  -0.6081
C2 -1.154 0.987 0.241  -0.6143
C3 -0.313 -0.027 -1.757  -0.5996
C4 0.581 -0.612 2.011  -0.7376
C5 0.154 0.468 -0.364  -0.1772
C6 0.747 -0.629 0.524  0.0846
N1 -0.868 -2.406 -0.193  0.5286
O1 -1.758 -2.396 0.578  -0.3396
O2 -0.697 -2.913 -1.251  -0.3311
Br1 2.359 -1.262 -0.113  0.1187
H1 2.223 1.389 -0.568  0.2274
H2 1.057 2.215 0.534  0.2110
H3 0.744 2.246 -1.357  0.2175
H4 -1.476 1.795 -0.367  0.2136
H5 -1.090 1.372 1.220  0.2030
H6 -1.978 0.348 0.274  0.2220
H7 -1.145 -0.675 -1.597  0.2098
H8 -0.530 0.877 -2.385  0.2152
H9 0.512 -0.733 -2.208  0.2271
H10 0.825 0.405 2.448  0.2347
H11 1.117 -1.459 2.504  0.2445
H12 -0.481 -0.653 2.253  0.2501

***

# 4
Computed, not measured: C34H43N9O7PtS3 as an isolated structure in a non-equilibrium geometry, with the ωB97M-V functional and the def2-TZVPD basis.

The energy above the lowest of the compared OMol25 structures with the same formula, charge and spin is 0.0 kJ/mol. As for the total charge: +2. As for the HOMO-LUMO gap: 6.87 eV. As for the max |F|: 2.1 eV/Å. The HOMO energy comes out at -12.62 eV.

Last column: Löwdin charge in e.
Positions of all 97 atoms, in Å:
Pt1 0.750 0.127 -0.281  1.5318
C1 3.255 -1.276 1.209  -0.0385
N1 2.468 -0.027 1.039  -0.3234
C2 3.433 1.031 0.646  -0.0562
C3 1.905 0.344 2.374  -0.1343
C4 1.002 1.517 2.203  -0.2373
C5 0.827 2.488 3.181  -0.0052
C6 -0.034 3.550 2.958  -0.0437
C7 -0.711 3.643 1.751  -0.0453
C8 -0.544 2.681 0.762  -0.0827
C9 0.322 1.628 1.002  -0.2113
H1 4.105 -1.039 1.852  0.1152
H2 3.594 -1.623 0.245  0.0695
H3 2.671 -2.039 1.709  0.0818
H4 4.217 1.073 1.404  0.1157
H5 2.928 1.992 0.595  0.0905
H6 3.860 0.775 -0.313  0.0661
H7 2.727 0.560 3.060  0.1453
H8 1.376 -0.527 2.764  0.1262
H9 1.373 2.409 4.113  0.1292
H10 -0.170 4.305 3.719  0.1198
H11 -1.379 4.474 1.562  0.1195
H12 -1.086 2.783 -0.165  0.1053
C10 4.140 -2.434 -2.523  0.0360
C11 2.747 -1.868 -2.514  -0.4846
O1 2.249 -1.408 -1.467  -0.0900
N2 2.107 -1.899 -3.683  0.1213
C12 0.763 -1.378 -3.870  -0.0909
C13 -0.286 -2.295 -3.292  -0.2488
C14 -0.755 -3.379 -4.025  0.0039
C15 -1.705 -4.214 -3.466  -0.0285
C16 -2.158 -3.930 -2.186  -0.0321
C17 -1.625 -2.834 -1.533  -0.1320
N3 -0.700 -2.024 -2.054  0.0962
H13 4.638 -2.218 -1.583  0.0812
H14 4.723 -2.002 -3.336  0.1025
H15 4.101 -3.515 -2.664  0.1038
H16 2.624 -2.207 -4.490  0.1623
H17 0.601 -1.238 -4.937  0.1450
H18 0.698 -0.405 -3.400  0.0699
H19 -0.383 -3.555 -5.026  0.1253
H20 -2.090 -5.063 -4.015  0.1228
H21 -2.905 -4.545 -1.703  0.1158
H22 -1.966 -2.600 -0.529  0.0899
C18 -6.613 -0.859 5.136  -0.1057
C19 -6.677 -1.894 4.026  -0.2899
S1 -5.237 -2.933 3.939  0.6524
O2 -5.560 -4.115 3.189  -0.2885
O3 -4.618 -3.023 5.233  -0.2835
C20 -4.075 -2.004 2.906  -0.2247
C21 -2.806 -2.836 2.934  -0.1132
N4 -1.673 -2.383 2.075  0.0926
C22 -1.456 -1.205 1.461  -0.2646
N5 -0.251 -1.230 0.865  -0.0488
C23 0.294 -2.466 1.057  -0.0497
C24 -0.565 -3.172 1.817  -0.1078
N6 -0.317 -4.525 2.279  -0.3211
O4 -1.128 -5.048 3.006  0.1378
O5 0.721 -5.007 1.883  0.1267
C25 -2.391 -0.051 1.381  0.0280
H23 -7.521 -0.259 5.120  0.0870
H24 -5.763 -0.186 5.015  0.0741
H25 -6.526 -1.339 6.107  0.0843
H26 -6.801 -1.451 3.035  0.1055
H27 -7.493 -2.608 4.156  0.1146
H28 -3.964 -1.014 3.345  0.1005
H29 -4.522 -1.943 1.914  0.1072
H30 -3.045 -3.846 2.613  0.1233
H31 -2.427 -2.899 3.952  0.1407
H32 1.208 -2.785 0.595  0.1202
H33 -2.456 0.485 2.328  0.1126
H34 -3.385 -0.375 1.085  0.0873
H35 -2.021 0.638 0.632  0.0407
N7 3.923 7.517 -1.942  0.1452
C26 3.643 6.206 -2.128  -0.2953
C27 4.260 5.221 -1.332  -0.0066
C28 3.979 3.890 -1.525  -0.0561
C29 3.067 3.503 -2.507  -0.3115
C30 2.465 4.465 -3.319  -0.0552
C31 2.743 5.798 -3.128  -0.0050
S2 2.720 1.831 -2.785  0.6458
O6 3.830 1.007 -2.408  -0.2752
O7 2.157 1.693 -4.095  -0.3206
N8 1.431 1.447 -1.732  -0.1874
C32 0.178 1.539 -2.237  -0.7838
S3 -0.532 2.218 -3.633  1.1593
C33 -2.042 1.453 -3.183  -0.3176
C34 -1.925 0.735 -2.082  -0.1956
N9 -0.644 0.839 -1.510  -0.1719
H36 4.616 7.810 -1.278  0.1119
H37 3.541 8.217 -2.550  0.1127
H38 4.982 5.517 -0.582  0.1207
H39 4.501 3.145 -0.940  0.1085
H40 1.809 4.162 -4.123  0.1035
H41 2.287 6.541 -3.771  0.1223
H42 -2.931 1.590 -3.775  0.0903
H43 -2.696 0.152 -1.608  0.1170